This record from the Open Molecules 2025 dataset describes the molecule C4H7N3. The level of theory is ωB97M-V/def2-TZVPD.

```
14
Properties=species:S:1:pos:R:3:forces:R:3:lowdin_charge:R:1
H 2.705 -1.370 0.107 -0.04 0.08 0.01 0.077
C -1.100 -0.203 -0.165 0.14 0.09 0.11 -0.395
H 0.032 -2.056 0.147 -0.01 0.19 0.05 0.102
C 1.137 -0.088 0.080 -0.15 0.17 -0.06 -0.361
H 1.144 2.140 -0.028 0.11 -0.06 -0.23 0.102
H -3.046 0.268 -0.187 0.00 -0.15 -0.07 0.076
N 2.452 -0.445 0.431 0.07 -0.03 -0.15 0.067
N -2.462 -0.562 -0.163 -0.01 0.04 0.05 0.088
H -2.672 -1.047 0.703 -0.08 -0.06 -0.20 0.086
N -0.712 1.098 -0.272 -0.14 -0.07 0.03 0.042
H -1.295 1.840 -0.621 0.06 -0.08 0.16 0.145
C 0.671 1.180 -0.145 0.14 -0.03 0.16 -0.100
C 0.018 -0.980 0.028 -0.06 0.01 0.06 -0.007
H 3.128 0.224 0.084 -0.04 -0.11 0.06 0.079
```
Positions in Å, forces in eV/Å.

## Properties
**Energy relative to the best compared isomer or geometry (same formula, charge and spin)**: 0.1777 eV
**Electronic energy**: -320.876768 a.u.
**Structure (SMILES)**: Nc1c[nH]c(N)c1
**Orbital gap**: 8.071 eV
**Max |F|**: 0.26 eV/A